# CO5S2

A gas-phase ion, CO5S2 (charge -2) in a non-equilibrium geometry (ωB97M-V with the def2-TZVPD basis set, OMol25).

CARTESIAN COORDINATES (ANGSTROEM)
C  -0.351  1.058  -0.412
O  -0.202  0.632  -1.567
O  0.646  -2.794  0.124
O  -1.294  1.333  0.234
O  0.875  1.384  0.303
O  -0.426  -1.300  1.674
S  1.875  0.097  0.136
S  0.103  -1.421  0.287

Summary:
Total charge: -2
Multiplicity: 1
Electronic energy: -1210.6592 Eh
Orbital gap: 5.7 eV
LUMO: 0.232 Ha
Relative energy (zero: lowest compared OMol25 entry of this formula, charge and spin): 188.24 kJ/mol

# C12H28CuN2O6

A molecular structure, C12H28CuN2O6 in a non-equilibrium geometry (ωB97M-V with the def2-TZVPD basis set, OMol25).

CARTESIAN COORDINATES (ANGSTROEM)
Cu  -0.762  0.297  -0.681
C  -3.355  -2.895  -6.136
C  -2.605  -2.123  -5.036
O  -2.338  -2.700  -3.956
O  -2.131  -0.986  -5.082
H  -3.297  -2.301  -7.048
H  -4.361  -3.144  -5.797
H  -2.766  -3.789  -6.342
C  1.380  6.988  0.300
C  0.844  5.555  0.147
O  0.597  5.037  -0.952
O  0.633  4.892  1.170
H  0.839  7.465  1.117
H  1.473  7.492  -0.662
H  2.392  6.807  0.662
C  4.169  -3.356  0.169
C  4.781  -2.004  0.584
C  6.275  -1.958  0.646
O  6.609  -0.629  1.178
C  7.835  -0.205  0.701
N  4.240  -0.864  -0.275
H  3.167  -3.444  0.589
H  4.850  -4.123  0.534
H  4.212  -3.424  -0.918
H  4.501  -1.829  1.623
H  6.599  -2.132  -0.380
H  6.693  -2.821  1.164
H  8.644  -0.840  1.062
H  7.961  0.871  0.826
H  7.939  -0.362  -0.373
H  4.593  -1.034  -1.206
H  4.767  -0.083  0.088
C  -5.325  -1.098  3.729
C  -4.702  -0.880  2.316
C  -5.402  0.371  1.676
O  -4.743  0.782  0.445
C  -5.342  1.845  -0.358
N  -3.255  -0.680  2.398
H  -4.957  -1.899  4.370
H  -6.402  -1.213  3.607
H  -5.149  -0.281  4.429
H  -5.006  -1.735  1.711
H  -5.354  1.235  2.340
H  -6.440  0.148  1.430
H  -6.359  1.593  -0.660
H  -4.868  2.017  -1.325
H  -5.088  2.766  0.167
H  -2.811  -1.406  2.942
H  -3.179  0.073  3.067

Summary:
Total charge: 0
Multiplicity: 2
Electronic energy: -2675.1153 Eh
<S²>: 0.759
Orbital gap (alpha / beta): 3.0 / 2.1 eV
LUMO (alpha / beta): -0.110 / -0.141 Ha